# C26H28BrN3O3ReS

A structure of composition C26H28BrN3O3ReS (wB97M-V/def2-TZVPD, the Open Molecules 2025 dataset).

ΔE to the lowest compared entry with this formula, charge and spin	14.4	kcal/mol
⟨S²⟩	0.780
lowest unoccupied orbital energy (alpha / beta)	-8.42 / -8.08	eV
net charge	+2
multiplicity	2
largest force on an atom	1.22	eV/Å

```
63
Properties=species:S:1:pos:R:3:lowdin_spin:R:1
Re 0.122 0.335 0.319 0.816
C 2.287 0.295 2.990 0.015
C 2.535 -1.165 2.600 0.001
C 3.965 -1.378 2.118 0.000
C 1.484 -1.728 1.664 0.004
C 1.770 -2.668 0.673 0.003
C 0.757 -3.335 -0.003 0.000
C -0.596 -3.079 0.232 0.006
C -1.672 -3.878 -0.439 0.001
C -0.899 -2.087 1.156 0.002
C 0.119 -1.388 1.865 0.000
H 3.119 0.662 3.589 0.001
H 1.385 0.428 3.586 0.001
H 2.223 0.948 2.111 0.009
H 2.402 -1.757 3.516 0.000
H 4.150 -0.874 1.168 0.000
H 4.212 -2.431 2.000 0.000
H 4.661 -0.968 2.848 0.000
H 2.796 -2.936 0.465 0.000
H 1.028 -4.097 -0.726 0.000
H -2.015 -4.676 0.222 0.000
H -1.300 -4.350 -1.348 0.000
H -2.540 -3.263 -0.679 0.000
H -1.934 -1.868 1.392 0.001
H -0.155 -0.879 2.783 0.001
C -0.407 3.287 -0.782 0.003
O -0.380 1.875 -1.130 0.012
C -0.360 1.547 -2.495 0.001
C -0.318 2.493 -3.500 0.000
C -0.246 2.042 -4.819 0.000
Br -0.166 3.308 -6.202 0.000
C -0.232 0.692 -5.118 0.001
C -0.307 -0.258 -4.097 0.001
C -0.362 0.189 -2.788 0.004
O -0.374 -0.705 -1.706 0.055
C -0.265 -1.681 -4.447 0.000
N 0.333 -2.125 -5.511 0.000
C 0.138 -3.495 -5.494 0.000
C 0.563 -4.461 -6.410 0.000
C 0.203 -5.767 -6.165 0.000
C -0.562 -6.117 -5.039 0.000
C -0.982 -5.174 -4.118 0.000
C -0.607 -3.859 -4.367 0.000
N -0.822 -2.676 -3.666 0.001
H -1.303 3.739 -1.204 0.000
H 0.492 3.770 -1.160 0.000
H -0.436 3.328 0.302 0.002
H -0.330 3.553 -3.301 0.000
H -0.169 0.342 -6.137 0.000
H 0.219 -1.449 -1.911 0.001
H 1.140 -4.180 -7.279 0.000
H 0.505 -6.543 -6.853 0.000
H -0.834 -7.153 -4.893 0.000
H -1.586 -5.460 -3.267 0.000
H -1.557 -2.536 -2.992 0.000
C 3.000 0.837 -0.923 0.007
O 1.769 0.367 -0.392 0.088
H 3.517 1.427 -0.165 0.004
H 2.778 1.440 -1.805 0.001
H 3.587 -0.037 -1.202 -0.001
S -3.423 2.008 2.744 -0.041
C -2.272 1.436 1.912 -0.002
N -1.360 0.971 1.248 0.000
```

***

# C26H28ClF5N2O2Y

A structure of composition C26H28ClF5N2O2Y (wB97M-V/def2-TZVPD, the Open Molecules 2025 dataset).

ΔE to the lowest compared entry with this formula, charge and spin	0.0	kcal/mol
lowest unoccupied orbital energy (alpha / beta)	2.46 / 2.48	eV
net charge	-1
largest force on an atom	3.61	eV/Å

```
65
Properties=species:S:1:pos:R:3:lowdin_charge:R:1
Y -0.134 -0.206 0.468 1.157
Cl -1.414 1.950 0.511 0.045
N -1.680 -0.773 -1.325 0.028
N 1.671 1.261 1.531 0.085
C -1.303 -1.729 -2.162 -0.392
C 2.947 1.013 1.335 -0.341
C -2.999 -0.277 -1.806 -0.568
C -3.479 -1.463 -2.628 -0.069
C -2.808 0.922 -2.722 -0.038
C -3.943 0.058 -0.667 -0.062
H -2.185 0.662 -3.591 0.082
H -2.356 1.755 -2.175 0.050
H -3.791 1.234 -3.092 0.084
H -4.015 -0.770 0.040 0.066
H -4.940 0.236 -1.086 0.088
H -3.605 0.948 -0.126 0.010
C 1.574 2.336 2.574 -0.556
C 3.031 2.569 2.958 -0.073
C 0.766 1.830 3.755 -0.037
C 1.008 3.633 2.031 -0.073
H 1.559 3.943 1.137 0.093
H 1.133 4.408 2.799 0.087
H -0.052 3.541 1.781 -0.008
H 1.213 0.902 4.132 0.090
H -0.282 1.651 3.482 0.074
H 0.801 2.584 4.551 0.088
O 3.801 1.727 2.050 0.027
H 3.268 2.273 3.986 0.128
H 3.392 3.591 2.809 0.126
O -2.242 -2.177 -2.974 0.009
H -3.969 -1.210 -3.575 0.128
H -4.104 -2.147 -2.042 0.131
C 0.093 -2.248 -2.286 -0.088
C 3.510 0.011 0.384 -0.061
C 2.747 0.030 -0.916 -0.263
H 3.391 -0.973 0.872 0.131
H 4.581 0.202 0.259 0.117
C 1.596 -0.701 -1.028 -0.223
C 1.079 -1.098 -2.234 -0.265
H -2.185 -0.173 2.204 0.059
C 1.485 -0.384 -3.381 -0.238
C 2.497 0.574 -3.254 -0.029
C 0.832 -0.665 -4.693 -0.055
C 3.154 0.782 -2.039 -0.242
H 2.797 1.146 -4.134 0.099
C 4.272 1.765 -1.883 -0.059
H 4.425 2.335 -2.804 0.069
H 5.211 1.253 -1.630 0.077
H 4.063 2.481 -1.073 0.079
H 0.909 -1.729 -4.951 0.079
H 1.299 -0.068 -5.480 0.069
H -0.238 -0.411 -4.679 0.071
H 0.164 -2.836 -3.206 0.116
H 0.259 -2.925 -1.429 0.100
F 0.304 -1.283 2.510 -0.111
C -0.948 -1.892 2.839 -0.234
C -2.149 -1.237 2.549 -0.074
C -3.308 -2.009 2.742 -0.235
F -4.495 -1.593 2.199 0.023
C -3.269 -3.236 3.409 -0.175
F -4.416 -3.894 3.679 0.072
C -2.040 -3.782 3.809 -0.195
F -1.981 -4.902 4.553 0.060
C -0.858 -3.131 3.443 -0.194
F 0.358 -3.682 3.689 0.061
```

***

# C26H28ClN3O2

The molecule C26H28ClN3O2 (wB97M-V/def2-TZVPD, the Open Molecules 2025 dataset).

ΔE to the lowest compared entry with this formula, charge and spin	4.2	kcal/mol
SMILES	O=C(NCCc1cccc(Cl)c1)c1ccc(OC2CCN(Cc3ccccn3)CC2)cc1
lowest unoccupied orbital energy	0.64	eV
largest force on an atom	0.48	eV/Å

```
60
Properties=species:S:1:pos:R:3:lowdin_charge:R:1
O 5.199 0.337 3.256 0.069
C 4.278 -0.338 2.837 -0.462
N 4.441 -1.649 2.486 0.055
C 5.751 -2.175 2.193 -0.163
C 6.199 -1.806 0.760 -0.119
C 5.115 -2.161 -0.215 -0.236
C 5.069 -3.407 -0.828 -0.041
C 4.003 -3.752 -1.641 -0.076
C 2.952 -2.871 -1.837 -0.111
C 2.998 -1.630 -1.223 -0.654
Cl 1.685 -0.519 -1.421 0.697
C 4.074 -1.264 -0.433 -0.074
C 2.909 0.207 2.633 -0.153
C 2.785 1.594 2.532 -0.007
C 1.576 2.177 2.240 0.015
C 0.437 1.390 2.043 -0.254
O -0.697 2.071 1.755 -0.005
C -1.896 1.381 1.433 -0.330
C -3.040 2.385 1.567 -0.103
C -4.356 1.713 1.155 -0.180
N -4.340 1.169 -0.186 -0.177
C -4.423 2.165 -1.241 -0.141
C -4.833 1.527 -2.542 -0.287
C -5.836 0.561 -2.578 -0.022
C -6.187 0.015 -3.799 -0.068
C -5.532 0.453 -4.941 -0.072
C -4.548 1.417 -4.797 -0.147
N -4.203 1.939 -3.632 0.108
C -3.238 0.242 -0.353 -0.166
C -1.868 0.834 0.004 -0.103
C 0.547 0.008 2.177 -0.020
C 1.768 -0.571 2.469 -0.030
H 3.685 -2.089 1.985 0.112
H 5.722 -3.261 2.313 0.122
H 6.449 -1.745 2.914 0.120
H 6.391 -0.733 0.730 0.120
H 7.122 -2.338 0.530 0.116
H 5.873 -4.110 -0.667 0.113
H 3.981 -4.719 -2.119 0.105
H 2.110 -3.141 -2.454 0.102
H 4.095 -0.285 0.019 0.115
H 3.669 2.197 2.677 0.120
H 1.478 3.247 2.150 0.121
H -2.062 0.561 2.147 0.150
H -2.834 3.243 0.926 0.122
H -3.102 2.738 2.597 0.122
H -5.181 2.425 1.234 0.119
H -4.561 0.881 1.839 0.123
H -3.490 2.720 -1.414 0.117
H -5.195 2.887 -0.957 0.132
H -6.309 0.254 -1.659 0.112
H -6.960 -0.737 -3.863 0.104
H -5.776 0.055 -5.913 0.098
H -4.001 1.793 -5.653 0.103
H -3.232 -0.105 -1.389 0.122
H -3.436 -0.620 0.294 0.127
H -1.621 1.650 -0.678 0.126
H -1.096 0.070 -0.103 0.091
H -0.311 -0.635 2.054 0.108
H 1.806 -1.645 2.586 0.115
```

***

# C26H28CrN6O

A structure of composition C26H28CrN6O (wB97M-V/def2-TZVPD, the Open Molecules 2025 dataset).

ΔE to the lowest compared entry with this formula, charge and spin	0.0	kcal/mol
⟨S²⟩	6.012
lowest unoccupied orbital energy (alpha / beta)	-5.14 / -5.33	eV
net charge	+2
multiplicity	5
largest force on an atom	0.59	eV/Å

```
62
Properties=species:S:1:pos:R:3:lowdin_spin:R:1
Cr 0.121 -0.270 -0.053 3.739
C 1.496 2.450 -0.043 0.005
N 0.124 1.871 -0.013 0.000
C -0.641 2.266 -1.219 0.006
C -0.291 1.384 -2.393 0.011
C -0.310 1.854 -3.692 -0.002
C -0.117 0.963 -4.737 0.012
C 0.087 -0.375 -4.447 -0.001
C 0.115 -0.767 -3.124 0.014
N -0.060 0.087 -2.107 0.005
C -0.606 2.219 1.234 0.005
C -0.230 1.309 2.380 0.007
C -0.191 1.765 3.686 -0.001
C 0.091 0.869 4.704 0.007
C 0.341 -0.457 4.384 0.000
C 0.294 -0.832 3.057 0.009
N 0.004 0.023 2.070 0.003
C 2.643 1.461 0.063 0.009
C 3.945 1.899 -0.138 0.000
C 4.985 1.008 0.043 0.004
C 4.697 -0.292 0.433 0.001
C 3.374 -0.647 0.595 0.008
N 2.356 0.205 0.401 0.042
H 1.591 3.165 0.777 0.000
H 1.619 3.025 -0.962 0.000
H -0.502 3.321 -1.460 0.000
H -1.697 2.103 -1.007 0.001
H -0.485 2.905 -3.880 0.000
H -0.131 1.310 -5.762 0.001
H 0.230 -1.109 -5.228 0.000
H 0.281 -1.803 -2.860 0.001
H -1.670 2.084 1.044 0.000
H -0.443 3.264 1.505 0.000
H -0.381 2.809 3.899 0.000
H 0.121 1.202 5.733 0.000
H 0.577 -1.186 5.145 0.000
H 0.500 -1.854 2.762 0.001
H 4.138 2.926 -0.422 0.000
H 6.008 1.325 -0.109 0.000
H 5.483 -1.014 0.608 0.000
H 3.105 -1.650 0.908 0.001
C -4.094 -0.626 -1.546 0.002
C -3.078 -0.914 -0.479 0.012
O -2.316 -0.044 -0.043 0.041
N -3.011 -2.182 -0.031 0.004
C -2.102 -2.586 1.030 0.004
C -0.832 -3.218 0.502 0.010
C -0.643 -4.587 0.597 -0.001
C 0.491 -5.168 0.053 0.010
C 1.409 -4.355 -0.589 -0.001
C 1.164 -2.998 -0.631 0.016
N 0.079 -2.421 -0.090 0.010
H -4.349 0.430 -1.522 0.000
H -4.998 -1.222 -1.427 0.000
H -3.658 -0.855 -2.521 0.001
H -3.644 -2.866 -0.413 0.000
H -2.616 -3.296 1.675 0.000
H -1.873 -1.700 1.618 0.001
H -1.391 -5.193 1.091 0.000
H 0.649 -6.236 0.121 0.001
H 2.303 -4.755 -1.046 0.000
H 1.870 -2.331 -1.114 0.003
```

***

| no. | molecular weight (g/mol) |
| --- | --- |
| 1 | 728.7 |
| 2 | 619.9 |
| 3 | 450.0 |
| 4 | 492.5 |